Record 1
Below is a cluster of 2 separate species, C4H14N2O2 in total in a non-equilibrium geometry, with properties calculated with ωB97M-V with the def2-TZVPD basis set.

Multiplicity ... 1
Frontier orbital gap ... 9.875 eV
SMILES ... C[C@H](CO)NCN.O
Molecular weight ... 122.2 g mol⁻¹

Atoms and positions in Å:
O: 2.149 0.834 -1.947
O: 0.842 1.405 3.140
N: -2.497 0.467 1.060
N: -0.343 -0.388 0.605
C: 0.154 -0.158 -0.825
C: -1.766 -0.731 0.629
C: 0.472 -1.541 -1.515
C: 1.355 0.816 -0.747
H: 2.173 0.508 0.049
H: 1.404 0.737 -2.601
H: 0.747 0.980 2.266
H: 1.102 1.913 -0.587
H: -2.137 -1.012 -0.375
H: -2.270 1.268 0.449
H: 0.914 -1.245 -2.479
H: 1.292 -2.125 -1.051
H: -2.207 0.782 1.909
H: -0.707 0.377 -1.469
H: -1.782 -1.698 1.256
H: 1.313 2.195 2.901
H: -0.403 -2.173 -1.726
H: 0.196 -1.210 1.061

Record 2
Below is a structure of composition C10H30AgN8O6 in a non-equilibrium geometry, with properties calculated with ωB97M-V with the def2-TZVPD basis set.

Multiplicity ... 2
Frontier orbital gap (spin up / spin down) ... 4.905 / 3.612 eV
<S²> ... 0.76
Molecular weight ... 466.3 g mol⁻¹

Atoms and positions in Å:
Ag: -41.666 12.660 -3.271
O: -45.029 12.171 -1.981
O: -40.846 9.267 -3.629
O: -38.046 13.172 -3.522
O: -41.915 13.007 -6.722
O: -41.148 16.081 -1.762
O: -41.130 11.548 0.186
N: -40.960 9.967 1.771
N: -46.717 12.037 -0.504
N: -47.197 12.385 -2.521
N: -42.592 11.465 1.796
N: -39.826 7.329 -3.564
N: -36.100 13.838 -4.294
N: -36.900 14.749 -2.513
N: -38.887 8.933 -4.564
C: -39.958 8.551 -3.969
C: -40.453 16.500 0.583
C: -41.365 18.378 -0.802
C: -41.602 10.969 1.171
C: -42.463 14.200 -7.309
C: -41.699 14.716 -8.517
C: -43.950 14.142 -7.458
C: -41.276 16.820 -0.572
C: -46.227 12.214 -1.657
C: -37.065 13.865 -3.451
H: -42.900 10.961 2.615
H: -41.581 18.660 -1.832
H: -37.556 14.731 -1.745
H: -39.072 6.788 -3.962
H: -36.078 13.369 -5.189
H: -35.413 14.523 -4.014
H: -40.813 15.308 -8.289
H: -40.098 9.683 1.328
H: -42.262 15.375 -9.177
H: -47.702 11.854 -0.370
H: -48.172 12.264 -2.287
H: -38.186 8.207 -4.618
H: -44.489 13.888 -6.545
H: -38.675 9.878 -4.848
H: -44.058 13.421 -8.268
H: -36.195 15.470 -2.455
H: -42.294 14.885 -6.479
H: -40.388 18.823 -0.615
H: -42.337 16.799 -0.324
H: -44.414 15.082 -7.758
H: -40.268 15.427 0.626
H: -42.913 12.358 1.452
H: -41.972 18.986 -0.130
H: -41.360 9.580 2.614
H: -41.010 16.938 1.412
H: -41.341 13.817 -9.019
H: -46.112 11.787 0.265
H: -40.623 6.898 -3.118
H: -39.415 16.823 0.502
H: -46.936 12.640 -3.462

Record 3
Below is a cluster of 10 separate species, C38H66F2O14S6 in total in a non-equilibrium geometry, with properties calculated with ωB97M-V with the def2-TZVPD basis set.

Multiplicity ... 1
Frontier orbital gap ... 9.464 eV
SMILES ... O=S1(=O)CCCC1.O=S1(=O)CCCC1.O=S1(=O)CCCC1.O=S1(=O)CCCC1.O=S1(=O)CCCC1.O=S1(=O)CCCC1.Fc1ccccc1.Fc1ccccc1.CO.CO
Molecular weight ... 977.3 g mol⁻¹

Atoms and positions in Å:
S: 0.319 -1.653 7.214
S: 3.502 -4.919 -1.313
S: 3.155 0.998 1.915
S: -2.168 -4.845 2.032
S: -2.096 1.002 -5.615
S: -4.980 2.485 1.240
F: -2.026 1.895 -1.895
F: -1.909 5.873 -3.932
O: -1.873 -6.051 2.791
O: 2.141 -3.061 2.262
O: -2.103 0.218 -6.810
O: 2.620 0.579 -3.004
O: -2.372 -3.611 2.753
O: 1.651 -1.217 7.336
O: -0.329 -2.301 8.347
O: 3.047 -0.409 1.896
O: -5.047 1.237 0.476
O: -1.374 0.605 -4.404
O: -6.174 3.224 1.612
O: 2.113 -5.087 -0.865
O: 4.574 -5.511 -0.514
O: 3.865 1.713 0.878
C: -3.737 -5.068 1.077
C: -3.241 -5.351 -0.353
C: -2.942 3.437 -6.108
C: -0.744 4.887 -2.174
C: -1.594 2.730 -6.086
C: 0.476 4.712 -1.528
C: -1.944 0.136 -0.250
C: 4.874 -4.782 -3.412
C: 4.516 -3.268 -3.128
C: 1.523 6.220 -3.079
C: 3.344 -3.631 2.705
C: 0.778 0.019 -0.751
C: 2.628 2.563 4.033
C: -1.322 0.913 -1.218
C: -0.378 -1.795 4.606
C: 3.960 1.093 -3.383
C: -0.426 -0.302 5.015
C: 3.870 -3.255 -1.731
C: -3.042 4.127 1.596
C: -1.028 -4.891 0.669
C: -1.198 -0.806 0.346
C: -0.678 -0.296 6.550
C: 1.791 3.070 2.889
C: 0.181 -0.885 0.094
C: 1.616 5.410 -1.981
C: -1.755 -5.683 -0.387
C: 3.765 1.684 3.490
C: -3.900 3.591 0.388
C: 0.281 6.481 -3.700
C: 3.672 -5.544 -3.013
C: -2.658 2.918 2.411
C: -3.812 1.379 -5.219
C: -0.812 5.787 -3.230
C: -3.992 2.119 2.723
C: 1.530 1.843 1.961
C: -3.767 2.950 -4.943
C: 0.092 -2.684 5.772
C: 0.037 0.981 -1.447
H: -3.712 1.104 2.664
H: 2.009 1.930 4.664
H: 3.787 -3.118 3.547
H: -2.798 4.528 -6.151
H: 3.949 1.917 -4.139
H: 2.997 3.325 4.740
H: -1.310 -5.485 -1.338
H: -2.013 3.068 3.302
H: 0.477 4.112 -0.632
H: 3.832 -6.581 -3.031
H: -4.507 4.359 0.001
H: 0.237 7.152 -4.571
H: -0.759 -3.872 0.385
H: -1.639 -0.697 6.751
H: 2.055 0.339 -3.708
H: 2.619 5.312 -1.528
H: -4.401 -4.215 1.232
H: 2.862 -5.214 -3.635
H: 3.824 -2.852 -3.841
H: -3.033 0.230 -0.190
H: -1.372 -2.133 4.312
H: -0.654 -3.443 5.982
H: -3.839 -6.123 -0.935
H: 4.696 2.211 3.237
H: 1.322 2.091 0.911
H: 5.448 -2.640 -3.102
H: -1.548 4.235 -1.865
H: 4.448 -2.910 -0.886
H: 0.756 1.157 2.320
H: -1.613 -6.729 -0.159
H: 2.401 6.718 -3.386
H: 1.031 -3.163 5.581
H: -3.259 3.132 -3.977
H: 3.975 0.876 4.246
H: 5.773 -5.015 -2.824
H: -1.319 0.171 4.541
H: 5.045 -5.036 -4.463
H: 0.448 1.735 -2.101
H: -2.084 4.594 1.279
H: -3.440 -4.410 -0.895
H: 2.972 -2.634 -1.778
H: -4.333 1.339 -6.154
H: -0.119 -5.377 1.119
H: 3.168 -4.635 3.096
H: -3.408 3.056 -0.428
H: 4.548 0.205 -3.741
H: -3.545 3.159 -6.962
H: 4.436 1.445 -2.444
H: -2.048 2.264 1.792
H: 0.857 3.493 3.308
H: 4.010 -3.731 1.837
H: -0.560 0.651 7.089
H: -4.462 2.504 3.603
H: -1.037 3.100 -5.210
H: 0.755 -1.714 0.513
H: 2.383 -2.130 2.144
H: -4.765 3.386 -4.929
H: 0.230 -1.920 3.681
H: 0.512 0.256 4.867
H: -4.297 -5.880 1.511
H: 1.830 -0.052 -0.792
H: -3.672 4.833 2.086
H: -4.200 0.668 -4.514
H: -1.656 -1.488 1.078
H: 2.228 3.884 2.268
H: -1.014 2.684 -6.987